Molecular formula: C38H90ClNO19P5S
Method: DFT, ωB97M-V/def2-TZVPD

```
155
Properties=species:S:1:pos:R:3:forces:R:3
C -5.208867 2.552389 0.333623 -0.78 -0.21 -0.67
C -4.565935 2.967965 -1.141509 1.14 0.54 0.90
C -2.944222 3.078879 -0.924202 0.47 -0.26 0.94
C -2.254122 1.565949 -0.989960 -0.45 0.58 -0.96
C -0.657319 1.559066 -0.630265 1.27 -0.08 -0.23
C -0.023685 0.243703 0.185948 -3.57 -1.59 -3.96
N 0.287174 0.576982 1.609747 -1.61 0.53 0.86
Cl -1.008176 -0.251478 2.470244 -0.78 -0.94 1.04
C 1.504014 0.105430 2.333901 4.17 -1.51 2.70
C 2.543303 -0.848678 1.515576 0.15 -0.10 0.21
C 1.978543 -2.336771 1.114839 1.01 -0.38 -1.37
C 3.016744 -2.886370 -0.076791 0.86 0.49 1.18
C 3.129921 -4.515633 -0.146510 0.57 -0.14 -0.36
C 2.510439 -5.212642 -1.491332 -0.57 -0.83 0.38
C 1.266852 -4.409609 -2.192339 0.80 -0.71 -1.66
C 0.853278 -5.290699 -3.549146 -0.75 0.53 -0.08
C -0.097957 -4.383478 -4.572329 0.04 -0.82 0.34
C -1.459552 -3.998369 -3.739976 -0.52 0.36 -0.16
C -1.412627 -2.452349 -3.168167 -0.66 -0.14 -0.26
C -2.846633 -1.643894 -3.360759 0.41 -0.65 0.40
O -3.337170 -1.295557 -2.014243 -1.18 0.56 -1.14
C -4.775562 -0.981037 -2.016007 -1.10 -0.32 -0.57
C -0.191806 2.030709 1.760376 -2.63 2.02 -1.94
S 0.149266 2.953776 3.351854 4.80 0.77 6.36
C -1.329473 4.141490 3.584498 -1.04 -0.57 -1.95
O 1.459789 3.779256 3.355753 -4.44 -2.40 -1.40
O 0.206331 1.999289 4.607633 -1.20 2.42 -4.97
C -0.039277 2.796742 0.309101 -0.25 -0.25 -0.71
P 1.677678 3.032394 -0.484129 1.44 -0.31 -0.66
C 2.786757 4.261099 0.463017 1.23 1.05 0.43
C 3.849684 4.987127 -0.606396 -0.08 -0.08 -0.02
C 1.286679 3.911711 -2.178975 -1.86 1.01 0.19
C 0.523319 5.370729 -1.963296 0.12 0.32 -1.16
H -5.954214 1.665257 0.137864 1.32 1.77 0.69
H -5.812005 3.455617 0.809247 1.34 -1.96 -1.03
H -4.403568 2.183332 1.105403 -1.45 0.74 -1.61
H -4.753386 2.145230 -1.959315 0.10 1.78 1.59
H -4.954427 4.045407 -1.463783 0.68 -2.57 0.53
H -2.760038 3.503055 0.176752 -0.46 -0.76 -2.29
H -2.400072 3.833284 -1.649426 -1.14 -1.67 1.24
H -2.892688 0.792522 -0.388165 1.28 1.48 -0.93
H -2.341584 1.242539 -2.135609 0.19 0.48 2.61
H -0.125726 1.446351 -1.675152 -0.80 0.78 2.22
H -1.000117 -0.439688 0.243495 2.43 1.25 -0.30
H 0.679495 -0.399983 -0.482384 -0.42 1.70 1.92
H 1.129279 -0.531550 3.272159 0.94 1.66 -2.21
H 2.168315 0.970217 2.821381 -1.93 -1.38 -1.46
H 2.990320 -0.251797 0.600584 -1.09 -1.30 1.64
H 3.471143 -1.038447 2.242285 -2.14 0.61 -1.43
H 2.068981 -3.118571 1.992681 -0.39 1.87 -1.56
H 0.894192 -2.346495 0.659892 1.98 0.08 1.16
H 4.086614 -2.484451 0.268924 -2.23 -0.82 -0.81
H 2.790814 -2.348653 -1.090521 0.32 -1.21 1.85
H 2.632063 -4.990013 0.804083 0.93 0.98 -1.79
H 4.287090 -4.799433 -0.118972 -2.54 0.59 0.08
H 2.071902 -6.268020 -1.146211 0.94 2.21 -0.80
H 3.361234 -5.488043 -2.278711 -1.90 0.98 1.59
H 0.332237 -4.314739 -1.491826 1.90 -0.08 -1.22
H 1.604649 -3.348624 -2.622927 -0.74 -2.19 1.22
H 0.203699 -6.203655 -3.211035 1.24 1.60 -0.63
H 1.789670 -5.707861 -4.113880 -1.63 1.00 1.18
H -0.352840 -5.026279 -5.543117 0.51 1.38 2.18
H 0.473189 -3.413961 -4.934340 -1.15 -1.96 0.81
H -2.457065 -4.100541 -4.385624 2.33 0.13 1.18
H -1.583458 -4.742097 -2.831144 0.25 1.49 -1.87
H -0.595070 -1.850489 -3.759351 -1.44 -1.20 1.38
H -1.188048 -2.516986 -2.018777 -0.30 0.50 -2.21
H -3.668725 -2.335326 -3.850298 1.78 1.43 0.63
H -2.658826 -0.656317 -3.964351 -0.58 -1.84 0.91
H -5.159923 -0.543928 -3.055810 1.03 -0.91 2.06
H -5.353921 -2.002111 -1.833153 1.00 2.25 -0.26
H -5.080008 -0.170637 -1.207387 1.00 -1.86 -1.44
H -1.375143 1.880464 1.820579 2.53 0.66 -0.03
H -2.247690 3.442335 3.793698 1.79 1.43 -0.12
H -1.502020 4.601675 2.496971 0.44 -0.68 2.49
H -1.137044 4.951413 4.406560 0.04 -1.89 -1.65
H -0.518454 3.858693 0.209739 0.10 -2.31 0.72
H 2.198143 5.066939 1.098232 1.34 -1.69 -1.27
H 3.487671 3.603866 1.169352 -1.85 1.47 -1.30
H 3.312683 5.761199 -1.302228 1.01 -1.54 1.39
H 4.337030 4.162505 -1.278620 -0.91 1.52 1.23
H 4.726954 5.547211 -0.051789 -1.94 -1.22 -0.93
H 2.266856 4.039749 -2.803930 -1.90 -0.42 1.33
H 0.493427 3.238244 -2.764000 2.01 1.30 1.15
H 1.165994 6.159120 -1.386052 -1.16 -1.62 -1.03
H 0.305200 5.823666 -3.043818 0.40 -0.88 2.45
H -0.515836 5.289125 -1.433280 1.97 0.02 -0.98
C -2.627479 2.332703 6.611610 0.81 -0.22 -0.17
O -3.981672 1.989002 6.398572 0.67 3.07 1.18
P -4.976224 2.292490 7.781233 -6.32 -7.74 -1.32
O -5.045880 0.781464 8.030567 1.16 0.98 0.63
O -6.209442 2.738397 6.777662 0.93 1.04 0.50
C -5.939136 3.648564 5.729060 -0.21 0.18 -0.48
O -5.970874 2.595948 9.163796 2.42 2.88 0.11
C -7.165590 1.844383 9.315474 -0.39 -0.69 -0.15
H -2.057508 2.113095 5.704048 -0.05 -0.04 0.23
H -2.545782 3.396437 6.838624 0.36 0.06 -0.08
H -2.216991 1.743621 7.440804 0.11 0.11 -0.10
H -5.739990 3.090656 4.817071 0.13 0.04 -0.15
H -5.083462 4.286782 5.959973 -0.08 0.07 -0.17
H -6.815799 4.279196 5.563612 0.05 -0.09 0.20
H -6.935620 0.856030 9.725409 0.05 0.12 -0.22
H -7.707182 1.743917 8.372418 0.11 -0.03 0.09
H -7.809905 2.368712 10.026472 0.29 0.23 -0.07
C -4.047485 7.482088 -4.492586 -0.45 -0.68 -0.42
O -3.663488 8.143847 -3.304320 0.24 1.72 -2.96
P -2.136417 8.944465 -3.445921 2.73 -1.21 9.76
O -1.512206 7.853434 -2.568292 0.01 -0.22 -1.57
O -2.702492 10.161997 -2.484677 0.12 -0.07 -1.57
C -3.968420 10.724088 -2.771933 -0.62 0.37 0.21
O -0.609388 9.745133 -3.587397 -1.45 0.48 -3.40
C 0.145817 9.974530 -2.407463 0.13 -0.23 0.67
H -5.014790 6.996688 -4.332998 0.17 0.12 0.01
H -4.137029 8.202727 -5.306468 -0.25 -0.24 -0.18
H -3.304793 6.718188 -4.753248 -0.11 0.01 -0.09
H -4.721539 10.235212 -2.158373 -0.16 -0.03 -0.09
H -4.229003 10.612342 -3.826651 -0.14 0.12 0.13
H -3.956275 11.787513 -2.521758 0.19 -0.13 -0.07
H 0.676193 9.061377 -2.120014 -0.22 0.05 0.00
H -0.480627 10.321294 -1.582787 0.03 -0.10 -0.10
H 0.887790 10.748232 -2.622966 -0.23 -0.03 -0.30
C 3.273135 -9.459989 5.403527 0.14 -0.98 0.13
O 3.316815 -8.294437 4.605443 -0.36 0.50 3.40
P 2.046082 -7.180250 4.975316 -1.00 3.27 -9.48
O 1.356084 -7.571702 3.663490 -0.34 -0.65 1.42
O 3.083678 -5.926740 4.694389 -0.34 -0.45 1.31
C 4.365919 -5.957043 5.291027 0.65 0.16 0.00
O 0.775427 -6.065982 5.345103 0.76 -1.15 3.21
C 0.356722 -5.158809 4.336677 -0.05 -0.04 -0.55
H 4.097657 -10.119116 5.116336 -0.14 0.17 0.02
H 3.376303 -9.193214 6.456109 0.14 -0.34 0.08
H 2.324463 -9.987382 5.245549 0.11 -0.05 0.08
H 5.078385 -6.370188 4.580852 0.13 -0.12 0.08
H 4.371636 -6.556898 6.203695 0.19 0.10 -0.06
H 4.674091 -4.937942 5.536121 -0.21 -0.06 0.00
H -0.318389 -5.662603 3.637969 0.24 -0.03 0.03
H 1.203448 -4.728392 3.797639 -0.02 -0.11 0.01
H -0.192864 -4.344959 4.817493 0.12 -0.18 0.28
C 6.985412 -5.525298 -3.295450 0.18 0.30 0.80
O 6.067292 -6.151615 -4.168457 3.28 0.12 -0.88
P 6.223648 -5.613099 -5.805081 -9.83 -0.97 -2.40
O 4.919791 -4.823314 -5.642549 1.40 0.70 0.33
O 5.875937 -7.141237 -6.325372 1.40 0.64 0.15
C 6.557894 -8.232511 -5.737926 0.02 -0.69 0.17
O 6.379914 -5.074691 -7.441722 3.54 0.00 1.14
C 5.250638 -5.171970 -8.296402 -0.74 -0.01 -0.03
H 6.830057 -5.906953 -2.282058 0.00 0.02 -0.20
H 8.006291 -5.745903 -3.609903 0.13 0.06 0.36
H 6.823127 -4.440520 -3.295858 0.10 -0.04 0.08
H 5.948166 -8.642215 -4.936042 0.09 -0.05 0.15
H 7.529966 -7.933217 -5.340029 -0.05 -0.21 0.02
H 6.708306 -9.010954 -6.489599 -0.02 0.23 -0.05
H 4.568185 -4.336904 -8.110129 0.07 -0.19 0.13
H 4.725743 -6.121695 -8.172817 0.04 0.12 0.05
H 5.599394 -5.105250 -9.330567 0.31 -0.02 0.22
```
Forces are in eV/Å.

Output
net charge: +1
LUMO: -0.17456 hartree
ΔE to the lowest compared entry with this formula, charge and spin: 19.412 eV
HOMO level: -10.62 eV
Kohn-Sham gap: 5.87 eV

Results of the Löwdin charge analysis, in e, for atoms 1 through 8: -0.14 -0.23 -0.21 -0.15 -0.25 -0.18 -0.47 0.90